No. 1
Entry from the OMol25 dataset: a gas-phase ion, C4H10NO2 (charge -1) at a distorted geometry (ωB97M-V with the def2-TZVPD basis set).

The net charge is -1. As for the molar mass: 104.13 g mol⁻¹. Its calculated total energy is -9894.4397 eV. The value obtained for the LUMO energy is 4.302 eV. The energy above the lowest of the compared OMol25 structures with the same formula, charge and spin is 69.3 kcal/mol. For the highest occupied orbital energy, the calculation gives -2.79 eV.

Last column: natural (NBO) charge in e.
Geometry (Å):
C: -0.248 -0.157 1.218  -0.229
C: -0.040 -1.421 0.371  -0.445
C: 1.430 -1.543 -0.032  -0.035
O: 1.996 -0.329 -0.493  -0.841
N: -0.084 1.075 0.432  -0.800
C: -1.231 1.631 -0.156  0.080
O: -1.863 0.945 -1.337  -0.823
H: -1.226 -0.170 1.719  0.145
H: 0.537 -0.100 1.939  0.170
H: -0.362 -2.333 0.861  0.175
H: -0.569 -1.342 -0.520  0.197
H: 2.069 -1.943 0.780  0.123
H: 1.538 -2.337 -0.813  0.122
H: 1.200 0.453 -0.374  0.493
H: -1.042 2.662 -0.484  0.127
H: -2.100 1.687 0.552  0.095
H: -1.123 0.640 -1.856  0.447


No. 2
Entry from the OMol25 dataset: a molecular structure, C44H76N2O7PS3SeTi at a distorted geometry (ωB97M-V with the def2-TZVPD basis set).

The net charge is -1. As for the molar mass: 999.10 g mol⁻¹. Its calculated total energy is -194438.4851 eV. Its spin multiplicity is 3. The value obtained for the LUMO energy (alpha / beta) is 2.201 / 2.196 eV. The energy above the lowest of the compared OMol25 structures with the same formula, charge and spin is 13.8 kcal/mol. For the highest occupied orbital energy (alpha / beta), the calculation gives -2.20 / -4.67 eV.

Last column: Löwdin charge in e.
Geometry (Å):
Ti: -0.561 -0.397 -0.779  0.509
C: -0.878 -2.181 2.543  -0.049
O: -1.353 -2.140 1.205  -0.210
C: -2.758 -2.167 1.119  -0.191
C: -3.163 -2.129 -0.325  -0.147
O: -2.810 -0.855 -0.878  -0.205
C: -3.326 -0.638 -2.203  -0.168
C: -2.591 -1.469 -3.217  -0.212
O: -1.201 -1.355 -2.961  -0.264
C: -0.441 -2.235 -3.774  -0.085
H: -1.196 -1.296 3.103  0.086
H: -1.241 -3.083 3.049  0.092
H: 0.210 -2.202 2.499  0.096
H: -3.144 -3.093 1.559  0.132
H: -3.195 -1.319 1.653  0.119
H: -2.663 -2.934 -0.867  0.121
H: -4.243 -2.263 -0.398  0.134
H: -4.396 -0.851 -2.234  0.137
H: -3.169 0.407 -2.411  0.052
H: -2.877 -2.526 -3.158  0.126
H: -2.833 -1.091 -4.207  0.091
H: -0.611 -1.998 -4.830  0.091
H: 0.601 -2.100 -3.519  0.031
H: -0.736 -3.274 -3.588  0.092
C: 5.570 -2.026 3.013  -0.070
C: 4.844 -3.275 2.518  -0.564
C: 5.853 -4.139 1.745  -0.055
C: 4.348 -4.058 3.741  -0.055
C: 3.661 -2.922 1.616  -0.185
C: 3.319 -1.620 1.280  -0.063
C: 2.219 -1.368 0.474  -0.375
Se: 1.703 0.450 0.047  1.106
C: 0.889 0.893 1.756  -0.366
C: 1.669 1.107 2.877  -0.064
C: 1.086 1.471 4.086  -0.184
C: -0.285 1.712 4.060  -0.010
C: -1.101 1.571 2.941  -0.089
C: -0.512 1.054 1.752  -0.366
O: -1.192 0.697 0.694  -0.270
C: -2.587 1.976 3.091  -0.521
C: -3.291 1.022 4.068  -0.048
C: -2.662 3.409 3.650  -0.057
C: -3.365 1.974 1.768  -0.074
C: 1.879 1.612 5.388  -0.562
C: 3.372 1.376 5.166  -0.072
C: 1.376 0.578 6.406  -0.054
C: 1.702 3.019 5.978  -0.057
C: 1.436 -2.396 -0.099  -0.375
O: 0.448 -2.089 -0.902  -0.263
C: 1.795 -3.736 0.216  -0.079
C: 2.881 -3.940 1.060  0.005
C: 1.113 -4.940 -0.471  -0.520
C: 1.631 -4.990 -1.918  -0.035
C: 1.445 -6.261 0.223  -0.079
C: -0.423 -4.826 -0.504  -0.047
H: 6.392 -2.320 3.676  0.082
H: 4.899 -1.369 3.578  0.070
H: 5.994 -1.451 2.183  0.089
H: 6.716 -4.385 2.377  0.079
H: 6.212 -3.607 0.858  0.090
H: 5.400 -5.079 1.410  0.075
H: 5.189 -4.325 4.396  0.079
H: 3.842 -4.983 3.445  0.075
H: 3.638 -3.456 4.318  0.086
H: 3.899 -0.774 1.638  0.091
H: 2.743 0.972 2.794  0.088
H: -0.757 2.038 4.985  0.098
H: -2.803 1.019 5.049  0.076
H: -3.276 -0.004 3.685  0.069
H: -4.339 1.319 4.206  0.082
H: -2.279 3.479 4.674  0.070
H: -3.704 3.751 3.659  0.078
H: -2.078 4.092 3.025  0.093
H: -3.449 0.979 1.337  0.067
H: -2.886 2.600 1.012  0.089
H: -4.373 2.364 1.961  0.084
H: 3.564 0.375 4.763  0.070
H: 3.903 1.462 6.120  0.082
H: 3.797 2.110 4.472  0.090
H: 1.531 -0.438 6.025  0.087
H: 0.306 0.703 6.600  0.075
H: 1.912 0.677 7.360  0.079
H: 2.020 3.779 5.256  0.089
H: 2.302 3.132 6.890  0.079
H: 0.657 3.221 6.236  0.073
H: 3.150 -4.964 1.301  0.089
H: 2.714 -5.152 -1.930  0.088
H: 1.430 -4.042 -2.428  0.070
H: 1.147 -5.803 -2.478  0.082
H: 2.502 -6.535 0.132  0.076
H: 0.861 -7.062 -0.242  0.079
H: 1.188 -6.226 1.288  0.088
H: -0.734 -3.911 -0.999  0.052
H: -0.832 -4.813 0.515  0.089
H: -0.835 -5.695 -1.036  0.082
S: 2.863 -0.504 -3.293  0.607
C: 2.237 0.281 -4.642  -0.879
N: 2.037 -0.363 -5.817  -0.001
C: 1.159 0.164 -6.864  -0.180
C: 1.436 1.648 -7.002  -0.169
C: 1.161 2.286 -5.659  -0.182
N: 1.915 1.583 -4.613  0.013
H: 2.199 -1.353 -5.754  0.106
H: 0.107 0.017 -6.605  0.112
H: 1.363 -0.373 -7.787  0.112
H: 0.796 2.098 -7.763  0.116
H: 2.482 1.792 -7.290  0.118
H: 0.096 2.244 -5.446  0.052
H: 1.458 3.331 -5.650  0.118
H: 1.785 1.922 -3.671  0.068
C: -1.863 6.263 -3.621  -0.054
C: -0.750 5.252 -3.433  -0.433
C: -0.313 5.154 -1.978  -0.081
O: -1.166 3.996 -4.051  -0.352
P: -1.877 2.706 -3.412  -0.128
S: -2.718 1.734 -4.903  0.269
S: -0.559 1.809 -2.242  0.420
O: -2.987 3.368 -2.445  -0.327
C: -4.413 3.121 -2.473  -0.496
C: -5.110 4.328 -3.057  -0.057
C: -4.852 2.808 -1.058  -0.047
H: -1.505 7.266 -3.363  0.080
H: -2.707 6.013 -2.974  0.064
H: -2.206 6.265 -4.658  0.084
H: 0.106 5.548 -4.033  0.130
H: -1.127 4.796 -1.342  0.071
H: -0.018 6.156 -1.641  0.082
H: 0.528 4.474 -1.852  0.055
H: -4.606 2.272 -3.118  0.073
H: -4.920 5.215 -2.442  0.078
H: -6.192 4.154 -3.091  0.082
H: -4.755 4.517 -4.073  0.079
H: -4.789 3.698 -0.423  0.088
H: -4.214 2.039 -0.616  0.058
H: -5.889 2.452 -1.058  0.088